# 1
C5H7NO | ωB97M-V with the def2-TZVPD basis set

Summary:
HOMO ... -0.3427 Ha
Frontier orbital gap ... 10.2448 eV
Relative energy (zero: lowest compared OMol25 entry of this formula, charge and spin) ... 223.3 kJ/mol
Energy ... -324.6394 Eh
Largest force on an atom ... 0.58 eV Å⁻¹

Element x y z (Å)
O1 1.573 -2.042 -0.676
C1 0.902 -1.050 -0.702
C2 -0.399 -0.621 -1.391
N1 -0.311 0.707 -0.731
C3 -1.005 0.747 0.588
C4 0.289 0.379 1.348
C5 0.967 0.324 -0.034
H1 -0.314 -0.555 -2.481
H2 -1.284 -1.220 -1.142
H3 -1.831 0.031 0.677
H4 -1.389 1.748 0.807
H5 0.278 -0.573 1.886
H6 0.678 1.155 2.010
H7 1.864 0.926 -0.207



# 2
C5H7NO | ωB97M-V with the def2-TZVPD basis set

Summary:
HOMO ... -0.2126 Ha
Frontier orbital gap ... 6.1372 eV
Relative energy (zero: lowest compared OMol25 entry of this formula, charge and spin) ... 353.4 kJ/mol
Energy ... -324.5899 Eh
Largest force on an atom ... 1.34 eV Å⁻¹

Element x y z (Å)
C1 -2.353 0.063 0.035
C2 -1.075 -0.289 -0.254
C3 -0.386 -1.494 -0.511
O1 1.038 -1.254 -0.194
C4 1.249 -0.029 0.026
N1 2.504 0.422 0.157
C5 -0.021 0.782 -0.026
H1 -0.427 1.128 0.912
H2 -3.138 -0.667 0.120
H3 -2.676 1.102 -0.063
H4 -0.675 -2.493 -0.228
H5 3.248 -0.255 0.261
H6 2.667 1.358 0.490
H7 0.045 1.623 -0.725



# 3
C5H7NO | ωB97M-V with the def2-TZVPD basis set

Summary:
HOMO ... -0.3590 Ha
Frontier orbital gap ... 10.6549 eV
Relative energy (zero: lowest compared OMol25 entry of this formula, charge and spin) ... 281.1 kJ/mol
Energy ... -324.6174 Eh
Largest force on an atom ... 0.50 eV Å⁻¹

Element x y z (Å)
O1 1.789 -0.649 -0.907
C1 1.182 -0.182 0.264
C2 0.438 1.134 0.269
C3 -0.959 0.861 -0.176
C4 -1.089 -0.622 -0.479
C5 -0.171 -0.761 0.737
N1 -0.575 0.635 1.239
H1 1.222 -0.397 -1.647
H2 1.930 -0.235 1.058
H3 0.843 2.140 0.326
H4 -1.637 1.666 -0.444
H5 -0.707 -1.012 -1.431
H6 -2.100 -1.000 -0.314
H7 -0.232 -1.607 1.422



# 4
C5H7NO | ωB97M-V with the def2-TZVPD basis set

Summary:
HOMO ... -0.2968 Ha
Frontier orbital gap ... 9.0927 eV
Relative energy (zero: lowest compared OMol25 entry of this formula, charge and spin) ... 104.9 kJ/mol
Energy ... -324.6845 Eh
Largest force on an atom ... 1.97 eV Å⁻¹

Element x y z (Å)
C1 0.207 1.952 -0.296
C2 0.044 0.570 0.326
O1 -0.704 0.469 1.447
C3 -1.030 -0.858 1.608
C4 -0.495 -1.591 0.614
C5 0.240 -0.674 -0.226
N1 0.877 -1.037 -1.437
H1 1.152 2.211 -0.824
H2 -0.602 2.118 -1.037
H3 0.078 2.657 0.527
H4 -1.639 -1.198 2.445
H5 -0.622 -2.651 0.443
H6 1.760 -1.526 -1.353
H7 0.732 -0.437 -2.236